Entry 1:
Here is 12 unconnected molecules or ions with the total composition C24H72N6O12 at a distorted geometry from the OMol25 dataset. Energies are from ωB97M-V/def2-TZVPD.

Geometry (Å):
O  2.972  -3.392  2.040
O  -2.583  3.260  -3.475
O  1.137  -4.133  -2.773
O  2.734  1.199  0.400
O  -1.979  0.749  4.204
O  1.370  1.506  4.368
O  0.311  -0.616  0.959
O  -2.664  -1.721  -2.635
O  0.175  3.139  -0.138
O  -0.679  -3.718  2.165
O  2.281  -0.963  -1.376
O  -3.413  -4.004  -0.441
N  -0.120  -2.299  -2.074
N  -0.092  -4.647  0.231
N  0.582  -3.087  0.399
N  -0.247  1.663  2.603
N  -1.072  -4.100  -2.077
N  1.531  2.804  2.488
C  3.636  1.969  -0.069
C  0.176  5.385  -0.052
C  1.734  0.497  -2.856
C  5.064  1.355  -0.095
C  2.691  -0.595  -2.493
C  4.107  -1.620  2.656
C  -0.496  -3.596  0.796
C  -2.506  1.309  -4.716
C  -0.050  -3.489  -2.629
C  -1.587  3.897  1.020
C  -1.849  -1.319  3.432
C  -2.716  -0.170  3.729
C  -3.776  -1.027  -2.100
C  2.811  -1.616  -3.624
C  2.789  -2.180  2.304
C  -2.663  2.027  -3.427
C  -0.615  4.064  -0.159
C  -3.649  0.064  2.585
C  3.720  3.379  0.491
C  1.815  -1.843  3.411
C  -0.693  -0.193  0.075
C  -1.592  1.643  -2.388
C  0.837  1.979  3.213
C  -3.540  -2.987  0.547
H  -3.082  0.142  1.653
H  2.851  3.861  0.177
H  1.898  -1.559  -4.184
H  -3.422  -3.433  1.517
H  1.852  -0.777  3.618
H  -2.934  -2.114  -3.513
H  -3.399  -0.572  -1.185
H  0.409  0.141  1.538
H  0.832  5.479  -0.926
H  -1.174  -5.067  -2.580
H  -1.076  -1.367  4.195
H  -1.446  1.207  -4.951
H  -1.392  0.527  -2.389
H  -2.312  1.089  5.047
H  2.943  -2.630  -3.313
H  -4.557  -1.763  -1.848
H  -2.223  3.026  0.901
H  0.685  -1.685  -2.350
H  -0.927  1.125  3.152
H  -2.399  -2.224  3.431
H  -0.560  2.040  1.730
H  -3.361  -0.458  4.599
H  -2.303  4.684  1.158
H  -0.462  -4.517  -0.789
H  1.555  1.290  -2.059
H  -0.669  2.106  -2.651
H  4.582  -1.973  3.526
H  4.777  -1.657  1.760
H  -1.192  -1.089  -0.384
H  -4.309  -0.768  2.502
H  -4.199  -0.196  -2.685
H  0.499  3.068  -1.056
H  -0.227  0.461  -0.666
H  0.887  5.294  0.855
H  -1.355  -1.150  2.494
H  -4.207  -4.540  -0.450
H  5.591  1.769  -0.894
H  -4.536  -2.573  0.497
H  -3.190  3.703  -2.814
H  4.978  0.259  -0.119
H  3.681  -1.431  -4.243
H  2.537  -1.619  1.440
H  1.111  3.150  1.577
H  -1.012  -1.843  -2.343
H  -1.942  1.986  -1.411
H  5.487  1.668  0.791
H  4.499  3.984  0.066
H  1.932  -2.388  4.336
H  -3.093  1.796  -5.532
H  0.777  0.175  -3.202
H  3.603  -3.678  2.716
H  2.152  3.453  2.962
H  3.277  2.177  -1.164
H  -2.851  0.352  -4.695
H  0.312  -2.774  -0.665
H  0.778  -1.900  3.090
H  -0.986  3.833  1.881
H  3.910  3.393  1.576
H  3.963  -0.541  2.647
H  -2.840  -2.194  0.482
H  3.677  -0.199  -2.302
H  -0.796  -5.416  0.456
H  -1.094  4.069  -1.099
H  2.120  0.902  -3.771
H  2.557  -0.251  -0.790
H  0.485  -2.050  0.700
H  -1.987  -3.629  -2.001
H  -3.636  1.867  -2.992
H  -0.450  6.277  0.014
H  2.326  1.698  1.143
H  -4.345  0.900  2.845
H  -1.472  0.495  0.426

As for the energy above the lowest of the compared OMol25 structures with the same formula, charge and spin: 510.58 kcal/mol. The value obtained for the lowest unoccupied orbital energy is -0.273 eV. Its total energy is -2188.3219 Eh. The molecular weight comes out at 636.87 g/mol. The highest occupied orbital energy is -0.2429 Ha. For the HOMO-LUMO gap, the calculation gives 6.34 eV.



Entry 2:
Here is a molecular structure, C24H73HfO33P8 at a distorted geometry from the OMol25 dataset. Energies are from ωB97M-V/def2-TZVPD.

Geometry (Å):
Hf  -0.008  0.464  0.442
P  0.925  2.849  -2.485
P  -3.289  1.114  -1.836
P  3.443  -0.823  -0.883
P  2.070  -1.656  2.983
P  -0.094  -3.565  0.432
P  -1.898  3.813  1.051
P  -0.637  1.153  4.330
P  -0.079  -1.266  -3.116
O  4.039  -2.238  -0.515
O  -0.181  3.050  -3.724
O  2.197  -0.447  -0.206
O  1.273  4.389  -2.098
O  -3.544  3.497  1.267
O  -2.212  0.968  4.848
O  -3.120  1.287  -3.432
O  0.683  -2.770  -3.177
O  -0.428  1.105  2.882
O  1.226  -0.763  2.133
O  0.466  1.898  -1.414
O  -0.023  -2.067  0.337
O  2.705  -1.108  4.349
O  -1.422  4.572  2.448
O  -0.259  -4.134  -1.109
O  3.275  -2.329  2.163
O  1.200  -4.313  1.091
O  1.304  -2.989  3.553
O  3.258  -0.949  -2.560
O  -0.044  -0.608  -1.742
O  0.138  -0.019  5.119
O  -3.977  2.466  -1.353
O  -1.338  -4.220  1.200
O  -1.874  -0.392  1.353
O  -1.910  5.124  0.064
O  2.228  2.263  -3.231
O  4.635  0.224  -0.766
O  -2.106  0.780  -1.058
O  -1.602  -1.526  -3.607
O  0.621  -0.316  -4.251
O  -4.516  0.076  -1.678
O  -0.131  2.437  5.187
O  -1.093  2.563  0.705
C  -0.020  -3.091  3.909
C  -2.518  -2.273  -2.787
C  -2.687  -3.802  1.197
C  -0.802  -5.415  -1.451
C  3.340  -3.343  -0.903
C  4.144  -3.217  2.888
C  -2.909  -0.197  4.410
C  -1.912  4.940  -1.351
C  4.435  -1.193  -3.383
C  -3.879  0.565  -4.399
C  -5.170  2.990  -1.866
C  0.834  -3.484  -4.353
C  -3.805  2.865  2.463
C  0.130  -0.279  -5.607
C  2.413  4.682  -1.307
C  5.465  0.339  0.317
C  1.307  -5.662  1.566
C  -0.218  5.360  2.429
C  -5.008  -0.175  -0.325
C  2.822  2.941  -4.319
C  3.821  -0.205  4.414
C  1.276  2.877  5.245
C  -0.304  4.157  -4.543
C  0.005  -0.145  6.528
H  -2.240  -2.052  -1.757
H  -0.624  -2.461  3.256
H  2.267  -3.284  -1.084
H  -0.319  -4.138  3.873
H  -3.275  -0.122  -4.991
H  3.572  0.593  5.114
H  -0.632  -1.004  -5.891
H  -0.270  0.708  -5.836
H  -6.042  2.455  -1.490
H  3.952  -4.280  2.747
H  0.465  4.924  3.158
H  -4.744  -1.153  0.078
H  4.197  -1.318  -4.440
H  0.971  -0.362  -6.296
H  -2.748  -0.617  1.727
H  2.189  4.928  -0.269
H  0.262  5.389  1.451
H  3.155  3.885  -1.259
H  -2.415  -3.339  -2.988
H  -0.056  3.802  -5.543
H  -4.536  0.463  0.422
H  -0.428  6.354  2.824
H  -1.543  3.975  -1.700
H  -4.551  -0.155  -3.932
H  -3.543  -1.979  -3.012
H  6.444  0.452  -0.151
H  -4.688  3.356  2.873
H  -2.952  5.045  -1.659
H  -3.921  0.102  4.134
H  5.402  1.294  0.839
H  -5.230  2.835  -2.944
H  5.104  -2.975  2.432
H  2.171  3.614  -4.876
H  -1.283  5.643  -1.898
H  0.231  -3.331  -5.248
H  -3.152  -3.726  2.181
H  -0.964  -6.051  -0.581
H  -4.466  1.213  -5.050
H  -1.233  4.727  -4.535
H  -1.707  -5.272  -2.041
H  0.648  -4.463  -3.911
H  0.416  4.963  -4.404
H  1.592  2.992  6.281
H  -6.088  -0.066  -0.229
H  1.930  2.118  4.814
H  1.357  3.877  4.819
H  -5.346  4.061  -1.767
H  -2.566  -0.782  3.557
H  -3.207  -0.855  5.227
H  4.288  0.077  3.470
H  0.336  -6.126  1.742
H  0.826  -0.714  6.964
H  4.521  -0.873  4.917
H  3.780  -3.861  -1.756
H  2.929  5.556  -1.704
H  -0.063  -5.894  -2.093
H  3.431  -4.053  -0.081
H  5.071  -0.318  -3.245
H  4.181  -2.933  3.940
H  -3.273  -4.629  0.796
H  3.824  3.301  -4.086
H  -4.051  1.820  2.275
H  -0.029  0.838  6.998
H  -3.030  2.834  3.229
H  -0.919  -0.663  6.783
H  1.770  -5.505  2.539
H  1.883  -3.294  -4.583
H  2.950  2.048  -4.931
H  -0.065  -2.706  4.928
H  1.918  -6.220  0.856
H  4.992  -2.084  -3.094
H  5.456  -0.509  1.001
H  -2.943  -2.900  0.642

The value obtained for the lowest unoccupied orbital energy is -7.622 eV. Its total energy is -6219.9311 Eh. The molecular weight comes out at 1316.10 g/mol. As for the net charge: +3. The highest occupied orbital energy is -0.5942 Ha. For the HOMO-LUMO gap, the calculation gives 8.55 eV.